Record 1
Entry from the Open Molecules 2025 dataset: a 11-piece molecular cluster, C37H63BrF9O14P overall (wB97M-V/def2-TZVPD).

Output
Largest force on an atom, eV/A: 9.9
LUMO level, eV: -0.3
Gap between HOMO and LUMO, eV: 8.55
SMILES: O=C1OC[C@@](P(O)Br)(C(F)(F)C(F)(F)C(F)(F)C(F)(F)F)O1.CC(C)=O.CC(C)=O.CC(C)=O.CC(C)=O.CC(C)=O.CC(C)=O.CC(C)=O.CC(C)=O.CC(C)=O.CC(C)=O
Electronic energy, eV: -171836.301

XYZ file:
```
125
Properties=species:S:1:pos:R:3:mulliken_charge:R:1
O 5.652 -2.789 2.933 -0.53
C 5.213 -2.630 1.678 0.46
O 5.975 -2.746 0.411 -0.37
C 5.453 -1.583 -0.381 -0.41
C 3.801 -1.619 -0.121 0.35
P 3.433 0.294 -0.130 0.33
O 4.293 1.072 -1.444 -0.40
Br 4.390 1.126 1.803 -0.24
C 3.124 -2.390 -1.398 0.74
F 4.136 -3.421 -1.843 -0.33
F 3.021 -1.439 -2.546 -0.26
C 1.756 -3.226 -1.075 0.51
F 1.424 -3.981 -2.342 -0.31
F 2.054 -4.309 -0.068 -0.24
C 0.434 -2.335 -0.726 0.50
F 0.391 -0.983 -1.332 -0.21
F -0.738 -3.081 -1.320 -0.30
C 0.088 -2.161 0.865 0.62
F -0.226 -3.453 1.568 -0.22
F -1.207 -1.383 0.919 -0.26
F 1.069 -1.324 1.624 -0.17
O 3.862 -2.296 1.199 -0.24
H 5.831 -1.512 -1.488 0.21
H 6.030 -0.696 0.172 0.42
H 3.662 1.366 -2.174 0.32
C -5.643 1.689 0.480 0.05
C -4.327 1.672 -0.250 0.77
O -4.166 2.306 -1.292 -0.64
C -3.215 0.848 0.343 -0.88
H -6.351 2.324 -0.063 0.32
H -6.051 0.677 0.535 -0.14
H -5.505 2.099 1.484 -0.34
H -3.515 -0.201 0.391 0.22
H -2.969 1.220 1.341 0.35
H -2.325 0.930 -0.291 0.34
C -3.766 5.994 1.822 -1.17
C -5.049 5.276 2.146 0.85
O -5.045 4.197 2.738 -0.53
C -6.337 5.928 1.718 -1.16
H -2.919 5.406 2.191 0.29
H -3.668 6.109 0.740 0.34
H -3.754 6.971 2.312 0.36
H -6.353 6.040 0.632 0.32
H -6.439 6.902 2.203 0.38
H -7.180 5.297 2.018 0.29
C -6.311 -3.046 -1.108 -1.15
C -6.309 -2.371 0.238 0.79
O -5.362 -1.676 0.603 -0.45
C -7.511 -2.580 1.120 -0.75
H -5.381 -2.806 -1.635 0.33
H -6.371 -4.129 -0.980 0.26
H -7.153 -2.685 -1.703 0.33
H -7.625 -3.643 1.347 0.33
H -8.407 -2.198 0.624 0.34
H -7.371 -2.034 2.059 -0.05
C -9.037 -6.727 -1.544 -1.14
C -9.036 -6.053 -0.198 0.78
O -8.089 -5.358 0.167 -0.50
C -10.238 -6.261 0.684 -0.98
H -8.107 -6.487 -2.071 0.27
H -9.098 -7.811 -1.416 0.36
H -9.879 -6.366 -2.139 0.33
H -10.352 -7.324 0.911 0.38
H -11.134 -5.880 0.188 0.16
H -10.098 -5.716 1.623 0.29
C 6.021 1.828 -4.609 -1.02
C 6.380 0.412 -4.244 0.81
O 5.805 -0.178 -3.331 -0.45
C 7.471 -0.254 -5.041 -1.00
H 5.219 2.180 -3.951 0.16
H 6.890 2.477 -4.478 0.30
H 5.668 1.868 -5.642 0.36
H 8.405 0.303 -4.929 0.20
H 7.182 -0.307 -6.093 0.38
H 7.623 -1.272 -4.667 0.25
C 4.993 5.786 1.289 -1.14
C 5.848 4.655 0.784 0.85
O 5.408 3.829 -0.014 -0.47
C 7.262 4.573 1.294 -1.09
H 3.998 5.719 0.836 0.27
H 4.888 5.717 2.375 0.34
H 5.440 6.744 1.010 0.34
H 7.258 4.450 2.380 0.33
H 7.810 5.476 1.015 0.36
H 7.760 3.708 0.845 0.25
C -15.644 -5.177 0.834 -1.08
C -14.295 -4.526 0.979 0.85
O -13.613 -4.686 1.990 -0.55
C -13.811 -3.671 -0.163 -1.08
H -15.862 -5.762 1.734 0.30
H -16.416 -4.411 0.720 0.33
H -15.643 -5.848 -0.028 0.31
H -14.501 -2.838 -0.321 0.40
H -13.728 -4.275 -1.070 0.30
H -12.823 -3.266 0.081 0.24
C -6.143 1.841 4.857 -0.71
C -6.715 0.473 4.596 0.84
O -7.920 0.253 4.706 -0.60
C -5.755 -0.615 4.194 -0.81
H -6.952 2.524 5.138 0.27
H -5.425 1.792 5.680 0.35
H -5.662 2.221 3.953 0.01
H -5.020 -0.773 4.986 0.44
H -5.256 -0.344 3.260 0.05
H -6.308 -1.547 4.038 0.23
C 11.325 -0.747 -3.404 -1.00
C 11.067 0.726 -3.232 0.82
O 10.028 1.244 -3.636 -0.57
C 12.131 1.541 -2.546 -1.04
H 10.472 -1.207 -3.915 0.18
H 12.220 -0.900 -4.011 0.33
H 11.443 -1.220 -2.426 0.32
H 13.063 1.490 -3.115 0.32
H 12.286 1.169 -1.529 0.31
H 11.809 2.586 -2.492 0.28
C 13.810 4.841 0.364 -1.02
C 14.666 3.710 -0.141 0.76
O 14.226 2.884 -0.940 -0.49
C 16.080 3.628 0.369 -1.07
H 12.816 4.774 -0.089 0.24
H 13.706 4.772 1.450 0.32
H 14.258 5.798 0.085 0.32
H 16.076 3.505 1.455 0.33
H 16.628 4.531 0.090 0.32
H 16.578 2.762 -0.080 0.28
```

Record 2
Entry from the Open Molecules 2025 dataset: C26H27MnN10S4 as an isolated structure (wB97M-V/def2-TZVPD).

Output
Largest force on an atom, eV/A: 1.8
LUMO level (spin up / spin down), eV: -6.3 / -6.4
Multiplicity: 5
Charge: +2
Gap between HOMO and LUMO (spin up / spin down), eV: 6.92 / 6.87
Electronic energy, eV: -116952.125

XYZ file:
```
68
Properties=species:S:1:pos:R:3:nbo_charge:R:1
Mn -0.076 -0.549 -0.071 1.22
N 0.288 1.379 2.848 -0.76
C -0.260 2.078 1.858 0.62
N -0.426 3.377 2.048 -0.56
C -1.043 4.060 1.086 0.62
N -1.118 5.378 1.166 -0.73
N -1.615 3.456 0.018 -0.54
C -1.382 2.178 -0.131 0.46
N -0.658 1.415 0.725 -0.70
C -1.947 1.540 -1.335 0.12
C -2.815 2.248 -2.162 -0.18
C -3.295 1.640 -3.310 -0.13
C -2.875 0.349 -3.600 -0.21
C -2.013 -0.289 -2.718 0.07
N -1.568 0.280 -1.600 -0.49
H 0.601 0.424 2.693 0.41
H 0.631 1.891 3.644 0.43
H -0.696 5.863 1.940 0.43
H -1.608 5.897 0.456 0.43
H -3.094 3.251 -1.883 0.26
H -3.972 2.160 -3.971 0.25
H -3.217 -0.168 -4.483 0.25
H -1.657 -1.292 -2.922 0.22
C 0.616 -6.172 0.095 -0.16
C 0.481 -5.187 1.064 -0.19
C 0.599 -3.855 0.726 -0.21
C 0.835 -3.490 -0.606 0.12
C 0.986 -4.491 -1.580 -0.20
C 0.874 -5.817 -1.223 -0.18
N 0.946 -2.145 -0.936 -0.30
N 1.456 -1.865 -2.063 -0.08
C 1.611 -0.540 -2.325 0.07
C 2.197 -0.139 -3.530 -0.15
C 2.373 1.205 -3.780 -0.21
C 1.998 2.143 -2.827 -0.14
C 1.414 1.745 -1.628 -0.26
C 1.188 0.405 -1.335 -0.26
H 0.529 -7.211 0.370 0.24
H 0.281 -5.452 2.089 0.23
H 0.540 -3.094 1.495 0.21
H 1.176 -4.203 -2.603 0.24
H 0.982 -6.580 -1.976 0.23
H 2.477 -0.898 -4.242 0.25
H 2.803 1.533 -4.712 0.24
H 2.158 3.192 -3.017 0.23
H 1.150 2.510 -0.908 0.21
S -1.687 -1.873 0.971 -0.14
C -3.221 -1.288 1.249 -0.02
N -3.531 -0.009 1.441 -0.54
C -4.933 0.317 1.600 -0.23
C -5.629 -0.975 2.015 -0.53
S -4.589 -2.336 1.372 0.43
H -2.819 0.708 1.403 0.42
H -5.327 0.690 0.647 0.21
H -5.047 1.096 2.357 0.24
H -6.628 -1.070 1.599 0.26
H -5.672 -1.092 3.097 0.24
S 2.222 -1.005 1.828 -0.20
C 3.508 0.050 1.988 -0.02
N 4.640 -0.315 2.573 -0.54
C 5.629 0.706 2.850 -0.23
C 5.341 1.852 1.885 -0.52
S 3.557 1.707 1.461 0.33
H 4.750 -1.251 2.933 0.44
H 6.633 0.297 2.715 0.24
H 5.529 1.039 3.892 0.22
H 5.902 1.761 0.954 0.24
H 5.516 2.831 2.325 0.26
```

Record 3
Entry from the Open Molecules 2025 dataset: one molecule with the formula C12H13NOS (wB97M-V/def2-TZVPD).

Output
Largest force on an atom, eV/A: 4.4
LUMO level (spin up / spin down), eV: 0.1 / -4.2
Multiplicity: 3
Gap between HOMO and LUMO (spin up / spin down), eV: 3.66 / 4.23
Relative energy (zero: lowest compared OMol25 entry of this formula, charge and spin), kJ/mol: 40.7
Electronic energy, eV: -27020.335

XYZ file:
```
28
Properties=species:S:1:pos:R:3:nbo_charge:R:1
C -3.605 -0.031 0.062 -0.19
C -3.076 -1.192 -0.436 -0.29
C -2.813 1.078 0.196 -0.19
C -1.724 -1.288 -0.681 -0.23
C -1.450 0.995 0.008 -0.35
C -0.945 -0.212 -0.379 -0.02
C 2.233 0.827 0.187 0.68
C 2.155 -1.718 0.694 -0.57
C 0.640 -0.387 -0.376 0.03
C 1.517 -0.316 0.886 -0.14
C 0.913 0.061 2.239 -0.62
C 1.529 1.352 -2.145 -0.45
N 1.527 0.625 -0.932 -0.43
O 3.273 1.466 0.384 -0.59
S 1.116 -2.126 -0.750 0.47
H -4.643 0.149 0.167 0.21
H -3.701 -2.034 -0.571 0.20
H -3.361 1.978 0.503 0.20
H -1.312 -2.189 -1.042 0.21
H -0.779 1.775 0.243 0.21
H 3.186 -1.739 0.532 0.24
H 1.871 -2.393 1.460 0.23
H 0.432 -0.804 2.657 0.22
H 0.200 0.739 1.811 0.24
H 1.799 0.465 2.836 0.24
H 2.217 0.915 -2.917 0.20
H 0.687 1.704 -2.745 0.24
H 2.112 2.299 -1.893 0.24
```

Record 4
Entry from the Open Molecules 2025 dataset: C20H28CeNO2Se as an isolated structure (wB97M-V/def2-TZVPD).

Output
Largest force on an atom, eV/A: 3.2
LUMO level (spin up / spin down), eV: 0.2 / 0.2
Multiplicity: 2
Gap between HOMO and LUMO (spin up / spin down), eV: 7.88 / 7.89
Relative energy (zero: lowest compared OMol25 entry of this formula, charge and spin), kJ/mol: 67.5
Electronic energy, eV: -105052.478

XYZ file:
```
53
Properties=species:S:1:pos:R:3:mulliken_spin:R:1
O 0.409 0.030 -2.904 0.00
C 0.401 1.279 -3.715 0.00
C 0.343 0.549 -5.046 0.00
H 1.310 1.869 -3.529 0.00
H -0.490 1.872 -3.459 0.00
C 0.402 -0.728 -4.152 0.00
H 1.203 0.660 -5.720 0.00
H -0.616 0.619 -5.574 0.00
C 1.674 -1.498 -4.386 0.00
H 2.564 -0.868 -4.251 0.00
H 1.681 -1.844 -5.431 0.00
H 1.703 -2.388 -3.747 0.00
C -0.801 -1.623 -4.374 0.00
H -1.755 -1.091 -4.218 0.00
H -0.730 -2.538 -3.766 0.00
H -0.756 -1.938 -5.432 0.00
Ce -0.085 -0.436 2.495 1.01
C -2.214 -0.986 3.869 0.00
C -2.106 0.439 4.000 0.00
C -2.369 1.027 2.721 -0.01
H -1.913 0.979 4.926 0.00
C -2.605 -0.038 1.782 0.01
C -2.519 -1.281 2.493 0.01
H -2.677 -2.267 2.063 0.00
H -2.132 -1.712 4.674 0.00
H -2.439 2.095 2.512 0.00
H -2.855 0.080 0.730 0.00
C 1.084 -2.212 3.940 -0.01
C 0.148 -2.898 3.093 0.01
C 0.625 -2.814 1.740 0.00
H -0.743 -3.417 3.422 0.00
C 1.862 -2.083 1.751 -0.01
C 2.151 -1.725 3.105 0.00
H 3.038 -1.213 3.467 0.00
H 0.999 -2.106 5.024 0.00
H 0.160 -3.273 0.872 0.00
H 2.469 -1.843 0.879 0.00
O 1.507 1.491 -0.098 0.00
C 0.240 0.845 -0.370 -0.02
C -0.747 1.945 -0.808 0.00
H -0.338 0.180 0.409 0.02
H 0.452 0.042 -1.107 -0.01
C 0.034 3.281 -0.738 0.00
H -1.598 1.974 -0.118 0.00
H -1.136 1.729 -1.805 0.00
C 1.226 2.912 0.146 0.00
H -0.612 4.073 -0.323 0.00
H 0.294 3.534 -1.794 0.00
H 0.959 3.078 1.224 0.00
H 2.127 3.488 -0.131 0.00
Se 1.223 2.174 6.646 0.00
C 1.050 1.523 5.054 0.00
N 0.897 1.050 3.959 0.00
```

Record 5
Entry from the Open Molecules 2025 dataset: C23H42AlBr12F2Si as an isolated structure (wB97M-V/def2-TZVPD).

Output
Largest force on an atom, eV/A: 2.5
LUMO level, eV: 1.7
Charge: -1
Gap between HOMO and LUMO, eV: 6.82
Electronic energy, eV: -884953.456

XYZ file:
```
81
Properties=species:S:1:pos:R:3:mulliken_charge:R:1
C -0.144 -0.304 -0.161 -0.60
Si 1.492 -0.097 -1.111 0.42
C 1.724 -1.730 -2.050 -0.73
C 2.900 0.232 0.117 -0.46
C 4.219 -0.572 -0.092 -0.49
C 4.274 -1.942 0.628 0.48
F 3.232 -2.074 1.562 -0.32
F 5.465 -1.915 1.404 -0.35
Al 4.394 -3.628 -0.582 0.18
C 1.328 1.232 -2.470 -0.02
C 2.363 2.032 -2.951 0.35
C 2.116 2.944 -3.978 -0.38
C 0.856 3.038 -4.514 -0.75
C -0.215 2.276 -4.050 -0.51
C 0.034 1.364 -3.022 0.20
H -0.798 0.578 -0.222 0.38
H -0.702 -1.134 -0.618 -0.22
H 0.038 -0.614 0.878 0.23
H 2.788 -1.763 -2.344 0.22
H 1.166 -1.699 -3.000 0.33
H 1.454 -2.593 -1.432 0.02
H 3.161 1.306 0.034 0.44
H 2.506 0.111 1.137 0.36
H 4.455 -0.661 -1.160 -0.29
H 5.027 0.038 0.353 0.40
H 2.924 -4.293 -0.773 -0.24
H 5.340 -4.769 0.030 -0.33
H 4.861 -3.097 -2.042 -0.24
H 3.381 1.973 -2.549 -0.10
H 2.931 3.551 -4.376 0.20
H 0.630 3.723 -5.338 0.31
H -1.203 2.354 -4.481 0.41
H -0.815 0.706 -2.639 -0.09
Br -2.862 1.150 -2.936 -0.01
C -4.256 -0.162 -3.311 -0.49
C -5.631 0.450 -3.243 -0.70
Br -6.198 0.719 -1.398 -0.12
H -4.119 -0.975 -2.609 0.15
H -4.046 -0.516 -4.320 0.43
H -6.372 -0.223 -3.672 0.41
H -5.693 1.415 -3.737 0.38
Br 5.854 0.983 -2.689 0.09
C 7.025 2.205 -3.646 -0.69
C 6.249 3.291 -4.344 -0.62
Br 5.401 2.631 -5.968 -0.13
H 7.619 1.604 -4.329 0.36
H 7.674 2.631 -2.883 0.35
H 6.916 4.086 -4.676 0.41
H 5.463 3.715 -3.726 0.35
Br -2.519 -3.021 1.103 -0.10
C -2.814 -4.202 -0.415 -0.66
C -1.744 -4.086 -1.471 -0.59
Br -1.945 -2.482 -2.556 -0.13
H -3.807 -3.973 -0.791 0.35
H -2.809 -5.206 0.007 0.38
H -1.826 -4.914 -2.173 0.45
H -0.736 -4.058 -1.065 0.33
Br -1.193 -1.131 5.541 -0.12
C -0.436 0.389 4.590 -0.37
C -1.512 1.297 4.055 -0.59
Br -2.343 0.544 2.467 -0.12
H 0.207 -0.014 3.812 0.17
H 0.173 0.910 5.327 0.30
H -1.083 2.245 3.732 0.35
H -2.306 1.487 4.771 0.39
Br -8.201 4.493 2.546 -0.14
C -8.327 3.667 0.787 -0.46
C -9.228 2.461 0.806 -0.63
Br -8.346 0.927 1.610 -0.14
H -7.313 3.433 0.473 0.27
H -8.737 4.439 0.138 0.35
H -9.470 2.151 -0.209 0.32
H -10.147 2.625 1.362 0.41
Br -0.575 -2.261 9.788 -0.13
C 1.110 -2.536 8.851 -0.50
C 2.171 -1.585 9.337 -0.60
Br 1.912 0.205 8.619 -0.13
H 0.901 -2.436 7.789 0.29
H 1.391 -3.564 9.068 0.34
H 3.152 -1.893 8.982 0.35
H 2.193 -1.491 10.419 0.37
```

Record 6
Entry from the Open Molecules 2025 dataset: C32H30FFeN2O3 as an isolated structure (wB97M-V/def2-TZVPD).

Output
Largest force on an atom, eV/A: 5.3
LUMO level (spin up / spin down), eV: 2.3 / 0.7
Multiplicity: 5
Charge: -1
Gap between HOMO and LUMO (spin up / spin down), eV: 2.43 / 5.56
Relative energy (zero: lowest compared OMol25 entry of this formula, charge and spin), kJ/mol: 240.5
Electronic energy, eV: -79892.290

XYZ file:
```
69
Properties=species:S:1:pos:R:3:nbo_charge:R:1
O 2.084 -2.580 -6.024 -0.51
C 1.382 -1.993 -5.298 0.56
Fe 0.427 -1.140 -4.108 0.19
C 2.024 -0.160 -4.227 0.42
O 3.165 0.078 -4.208 -0.49
C 0.694 -2.617 -3.165 0.56
O 0.978 -3.686 -2.787 -0.50
C -1.259 -1.948 -4.712 -0.42
C -2.660 -2.025 -4.172 -0.41
C -2.992 -1.319 -2.824 -0.49
C -2.251 -0.102 -2.481 -0.08
C -1.203 0.457 -3.229 -0.34
C -0.863 0.409 -4.651 -0.30
C -0.960 -0.744 -5.475 -0.25
H -0.931 -2.916 -5.122 0.20
H -3.374 -1.688 -4.951 0.19
H -2.856 -3.102 -4.076 0.21
H -4.088 -1.161 -2.880 0.23
H -2.874 -2.040 -1.996 0.24
H -2.505 0.399 -1.542 0.24
H -0.684 1.304 -2.722 0.23
H -0.480 1.353 -5.063 0.23
H -0.703 -0.774 -6.547 0.23
F 1.376 2.618 0.392 -0.40
C 1.144 1.631 1.393 0.38
C 2.493 1.192 1.980 -0.09
C 3.704 1.691 1.497 -0.16
C 4.896 1.148 1.975 -0.24
C 4.883 0.137 2.934 -0.23
C 3.673 -0.341 3.430 -0.21
C 2.474 0.204 2.967 -0.23
C 0.193 2.255 2.439 0.03
C 0.636 2.546 3.734 -0.24
C -0.251 3.070 4.686 -0.24
C -1.561 3.379 4.318 -0.20
C -1.971 3.187 2.994 -0.21
C -1.093 2.645 2.054 -0.20
C 0.516 0.415 0.653 -0.07
C 1.463 -0.378 -0.288 -0.42
C 1.689 -1.761 0.322 -0.43
C 0.524 -1.949 1.297 -0.21
N -0.022 -0.577 1.628 -0.48
C -1.433 -0.533 1.807 -0.02
C -2.214 -0.732 0.656 -0.42
C -3.585 -0.444 0.711 0.03
N -4.131 -0.023 1.846 -0.60
C -3.446 -0.067 2.997 -0.09
C -2.063 -0.315 3.037 -0.25
H 3.709 2.492 0.751 0.22
H 5.835 1.518 1.574 0.20
H 5.811 -0.283 3.309 0.20
H 3.620 -1.137 4.171 0.21
H 1.500 -0.113 3.355 0.26
H 1.666 2.320 4.033 0.22
H 0.109 3.245 5.705 0.20
H -2.258 3.776 5.054 0.20
H -2.979 3.459 2.682 0.22
H -1.417 2.486 1.025 0.22
H -0.290 0.828 0.018 0.21
H 0.880 -0.514 -1.217 0.20
H 2.394 0.142 -0.550 0.22
H 1.670 -2.547 -0.452 0.21
H 2.656 -1.828 0.848 0.21
H -0.261 -2.567 0.830 0.18
H 0.825 -2.462 2.221 0.19
H -1.740 -1.094 -0.252 0.18
H -4.228 -0.564 -0.176 0.16
H -3.993 0.129 3.924 0.16
H -1.476 -0.287 3.951 0.20
```

Question: largest force on an atom of number 2 (C26H27MnN10S4)?
Answer: 1.8 eV/A